This record from the Open Molecules 2025 dataset describes C6H11ClO in the gas phase at a distorted geometry. The level of theory is wB97M-V/def2-TZVPD.

Summary:
- Spin multiplicity: 1
- SMILES: C/C(Cl)=C(/C)[C@@H](C)O
- Largest force on an atom: 0.11020 Eh/bohr
- HOMO energy: -0.341 Eh
- Orbital gap: 9.96 eV
- Total charge: 0

Last column: Löwdin charge in e.
Atoms and positions in Å:
C -1.0795 1.8372 -0.3540  -0.15
C -0.8190 0.3606 0.0048  -0.64
Cl -2.4220 -0.3993 0.1071  0.64
C 0.2970 -0.3273 -0.1593  -0.33
C 0.2815 -1.8494 0.1288  -0.05
C 1.5486 0.4284 -0.2198  -0.47
C 2.0912 0.5940 1.2556  -0.05
O 2.4738 -0.1870 -1.0931  -0.09
H -1.8658 2.3933 0.4335  0.13
H -1.5901 1.8498 -1.4150  0.11
H -0.1379 2.3967 -0.2063  0.04
H 0.5780 -2.3165 -0.8265  0.09
H -0.7687 -2.1655 0.3967  0.06
H 0.9786 -1.9229 0.9467  0.06
H 1.2709 1.5533 -0.5673  0.15
H 3.3326 0.6029 1.4951  0.14
H 1.8217 -0.4084 1.7910  0.08
H 1.6231 1.3870 1.8313  0.06
H 2.2224 -1.3461 -0.8921  0.22

Cartesian forces (eV/Å) of the 3 atoms listed first:
C -1.950 0.773 1.314
C -2.032 1.600 -1.543
Cl 0.310 -0.238 0.273